Arrangement 1

Below is 4 unconnected molecules or ions with the total composition C2H12O3S2, with properties calculated with ωB97M-V/def2-TZVPD.

gap between HOMO and LUMO (spin up / spin down) = 0.3234 / 0.1956 Eh
molecular weight = 148.249 g/mol
net charge = +1
spin multiplicity = 2
LUMO energy (spin up / spin down) = -5.59 / -9.07 eV

XYZ file:
```
19
C2H12O3S2 (ωB97M-V/def2-TZVPD)
C 0.95561 -0.16535 -2.20248
C -0.50205 -0.72146 -2.28897
S -0.73463 -2.44957 -1.50072
S 1.09432 -2.77076 -0.50769
H 1.51455 -0.89632 -2.82135
H 1.23354 -0.16682 -1.14518
H 0.99274 0.81326 -2.54491
H -0.56894 -0.84150 -3.36853
H -1.33034 -0.02943 -1.91671
H 0.81175 -1.85888 0.47000
H -0.18887 0.14694 2.86939
H 0.71798 -0.80376 3.54427
O 0.21664 -0.03494 3.77501
H -0.71635 -0.77068 1.34782
H -1.32695 0.60040 0.67945
O -1.49241 -0.21142 1.20504
H -0.45438 3.83100 2.05079
H 0.28200 2.88573 1.16469
O -0.50422 3.44356 1.19009
```

---

Arrangement 2

Below is 4 unconnected molecules or ions with the total composition C2H12O3S2, with properties calculated with ωB97M-V/def2-TZVPD.

gap between HOMO and LUMO (spin up / spin down) = 0.2789 / 0.1878 Eh
molecular weight = 148.249 g/mol
net charge = +1
spin multiplicity = 2
LUMO energy (spin up / spin down) = -6.06 / -8.54 eV

XYZ file:
```
19
C2H12O3S2 (ωB97M-V/def2-TZVPD)
C -0.55259 2.52409 2.45018
C -1.21673 1.17702 2.85205
S 0.15591 -0.14271 2.96041
S -0.23179 -0.39601 0.87712
H 0.47195 2.45557 2.04451
H -1.07569 2.80883 1.50971
H -0.47744 3.10300 3.34175
H -1.70581 1.10249 3.81507
H -2.07195 0.94034 2.17386
H 0.47235 -0.01456 -0.26827
H -2.26129 -3.18558 -1.74924
H -3.11664 -2.27390 -2.63796
O -3.13565 -3.15561 -2.25084
H 1.89069 0.99037 -2.46310
H 1.81643 -0.40986 -2.07975
O 1.22920 0.27769 -2.28711
H 3.78593 0.96574 -5.66996
H 3.25781 0.45271 -6.96750
O 3.26192 0.31263 -5.99493
```

---

How do the energies compare? Relative to the most stable structure, in kcal/mol: arrangement 1 0.0; arrangement 2 14.2.

---

Arrangement 1

Below is a molecular structure, CH3ClN2O2, with properties calculated with ωB97M-V/def2-TZVPD.

gap between HOMO and LUMO = 0.3800 Eh
molecular weight = 110.500 g/mol
LUMO energy = 0.18 eV

XYZ file:
```
9
CH3ClN2O2 (ωB97M-V/def2-TZVPD)
C -0.45598 0.41945 0.78608
N 0.67131 -1.21049 -0.94644
N -0.14344 -1.19145 -0.04411
O 1.07762 -2.24772 -1.48014
O -1.52326 1.42486 0.73406
Cl 1.09629 1.21858 0.51720
H -1.47943 2.14509 0.02772
H -0.41214 -0.19334 1.78449
H 1.16904 -0.36498 -1.37887
```

---

Arrangement 2

Below is 2 unconnected molecules or ions with the total composition CH3ClN2O2, with properties calculated with ωB97M-V/def2-TZVPD.

gap between HOMO and LUMO = 0.3526 Eh
molecular weight = 110.500 g/mol
structure (SMILES) = O=NCl.C=NO
LUMO energy = -0.50 eV

XYZ file:
```
9
CH3ClN2O2 (ωB97M-V/def2-TZVPD)
C -1.50499 0.64156 -0.47467
N 1.94002 0.46374 0.60576
N -1.31947 -0.00093 0.59995
O -0.27870 -1.03513 0.60574
O 1.95470 0.72091 -0.53122
Cl 2.85793 -0.86164 1.22269
H -1.16445 0.37188 -1.47609
H -2.31552 1.32393 -0.42090
H -0.16953 -1.62434 -0.13125
```

---

How do the energies compare? Relative to the most stable structure, in kcal/mol: arrangement 1 0.0; arrangement 2 5.2.

---

Arrangement 1

Below is a single C20H20O5 molecule, with properties calculated with ωB97M-V/def2-TZVPD.

gap between HOMO and LUMO = 0.3562 Eh
molecular weight = 340.375 g/mol
structure (SMILES) = O=C(O)C1=C[C@@H](c2ccccc2)C[C@@H](OCc2ccc(CO)cc2)O1
LUMO energy = 0.56 eV

XYZ file:
```
45
C20H20O5 (ωB97M-V/def2-TZVPD)
O -2.46545 -1.69913 -0.92077
C -2.41350 -0.54558 -0.58883
O -3.07515 0.41697 -1.23709
H -2.87204 1.28054 -0.84016
C -1.64273 -0.07098 0.59716
C -1.03770 -0.90934 1.43628
C -0.34836 -0.46851 2.69002
C 1.04901 -1.05941 2.72795
C 1.20829 -2.34022 3.24637
C 2.45271 -2.94212 3.27763
C 3.56012 -2.26964 2.78950
C 3.40924 -0.99710 2.26852
C 2.16226 -0.39490 2.23468
H 2.05637 0.59171 1.81579
H 4.26729 -0.46636 1.88221
H 4.53379 -2.73610 2.81456
H 2.55814 -3.93659 3.68571
H 0.34923 -2.87234 3.63092
C -0.45656 1.05691 2.86720
H -1.33792 1.28117 3.47010
C -0.61793 1.82201 1.54876
O 0.60435 1.84091 0.88769
C 0.63261 2.54471 -0.34541
C 0.09964 1.72485 -1.49261
C -0.75033 2.27274 -2.44201
C -1.24751 1.49099 -3.47087
C -0.92440 0.14450 -3.55599
C -0.06540 -0.39900 -2.60705
C 0.44930 0.38310 -1.59167
H 1.10839 -0.04766 -0.85171
H 0.18765 -1.44931 -2.64436
C -1.49449 -0.73216 -4.64193
O -0.50667 -1.26906 -5.49604
H 0.12239 -1.76647 -4.96194
H -2.07702 -1.53962 -4.17223
H -2.15818 -0.15558 -5.28914
H -1.90958 1.92811 -4.20309
H -1.02663 3.31607 -2.37640
H 1.69167 2.77211 -0.50764
H 0.07783 3.48833 -0.25069
O -1.66175 1.30112 0.75063
H -0.94984 2.85849 1.74973
H 0.42199 1.44685 3.37937
H -0.89570 -0.93127 3.52256
H -1.06745 -1.96373 1.21431
```

---

Arrangement 2

Below is a single C20H20O5 molecule, with properties calculated with ωB97M-V/def2-TZVPD.

gap between HOMO and LUMO = 0.3244 Eh
molecular weight = 340.375 g/mol
structure (SMILES) = CCc1ccc(C(=O)[C@H](C)OC(=O)[C@@H]2COc3ccccc3O2)cc1
LUMO energy = 0.36 eV

XYZ file:
```
45
C20H20O5 (ωB97M-V/def2-TZVPD)
C -3.78033 3.48927 -1.40111
H -3.91556 4.52306 -1.71001
H -3.84207 2.85240 -2.28052
H -4.58901 3.21916 -0.72591
C -2.42548 3.31145 -0.71105
C -2.24744 1.88414 -0.28460
C -2.76061 1.43845 0.92913
C -2.65943 0.11252 1.29037
C -2.02042 -0.80706 0.45471
C -1.50195 -0.36095 -0.76063
C -1.62210 0.96646 -1.12052
H -1.21936 1.29602 -2.06725
H -1.02508 -1.04261 -1.44715
C -1.97286 -2.21177 0.90077
O -2.81580 -2.69816 1.61748
C -0.75567 -3.04228 0.44611
C -0.80055 -4.45312 1.01081
H 0.07321 -5.01479 0.69085
H -0.82612 -4.41297 2.09647
H -1.69998 -4.95057 0.66016
H -0.70668 -3.06380 -0.64991
O 0.41952 -2.37723 0.94271
C 1.27392 -1.85268 0.07455
O 1.16924 -1.88566 -1.11986
C 2.44215 -1.19104 0.81943
O 3.29447 -0.54542 -0.08835
C 2.77015 0.62965 -0.57663
C 3.32868 1.17640 -1.72397
C 2.83408 2.35660 -2.24379
C 1.77620 3.00087 -1.62188
C 1.22374 2.47233 -0.47171
C 1.71494 1.28727 0.05886
O 1.13659 0.80367 1.20907
C 1.90553 -0.18481 1.84857
H 2.76121 0.27411 2.36423
H 1.25241 -0.67283 2.57284
H 0.41258 2.95836 0.04521
H 1.38796 3.92275 -2.02733
H 3.27255 2.77161 -3.13803
H 4.14553 0.65135 -2.19177
H 3.03386 -1.96928 1.31221
H -3.06325 -0.23802 2.22855
H -3.24692 2.13952 1.59229
H -1.63104 3.59429 -1.40396
H -2.37810 3.96917 0.15946
```

---

How do the energies compare? Relative to the most stable structure, in kcal/mol: arrangement 1 7.5; arrangement 2 0.0.

---

Arrangement 1

Below is a molecular structure, CH3IS2, with properties calculated with ωB97M-V/def2-TZVPD.

gap between HOMO and LUMO (spin up / spin down) = 0.3108 / 0.2311 Eh
molecular weight = 206.073 g/mol
spin multiplicity = 3
LUMO energy (spin up / spin down) = -0.41 / -2.60 eV

XYZ file:
```
7
CH3IS2 (ωB97M-V/def2-TZVPD)
C 0.55833 -0.06020 1.26211
S 1.45608 0.62829 -0.18016
S -2.74853 -0.21896 -3.12954
I -0.51309 0.21819 -2.77444
H 0.50263 -1.23670 1.33535
H -0.34590 0.34034 1.44308
H 1.09048 0.32904 2.04359
```

---

Arrangement 2

Below is 2 unconnected molecules or ions with the total composition CH3IS2, with properties calculated with ωB97M-V/def2-TZVPD.

gap between HOMO and LUMO (spin up / spin down) = 0.3432 / 0.2199 Eh
molecular weight = 206.073 g/mol
spin multiplicity = 3
LUMO energy (spin up / spin down) = 0.66 / -3.25 eV

XYZ file:
```
7
CH3IS2 (ωB97M-V/def2-TZVPD)
C -0.41757 -0.71868 -0.84033
S 1.19232 0.22217 -0.77323
S 1.76649 0.23156 1.07983
I -0.40632 2.83649 2.94969
H -0.79828 -0.39894 0.14124
H -0.28808 -1.75453 -0.83268
H -1.04855 -0.41807 -1.72451
```

---

How do the energies compare? Relative to the most stable structure, in kcal/mol: arrangement 1 32.0; arrangement 2 0.0.

---

Arrangement 1

Below is a molecular structure, CH4ClPS, with properties calculated with ωB97M-V/def2-TZVPD.

gap between HOMO and LUMO (spin up / spin down) = 0.2705 / 0.2747 Eh
molecular weight = 114.537 g/mol
LUMO energy (spin up / spin down) = -1.40 / -0.59 eV

XYZ file:
```
8
CH4ClPS (ωB97M-V/def2-TZVPD)
C 0.27540 1.58430 -1.44201
P -1.11698 -0.11066 1.26842
S 0.41189 0.24124 2.36593
Cl -0.39007 0.01442 -1.30116
H 1.37607 1.73825 -1.29228
H -0.41729 2.44036 -1.19958
H -2.09982 -0.86799 1.84470
H -2.23872 0.91913 1.07040
```

---

Arrangement 2

Below is 2 unconnected molecules or ions with the total composition CH4ClPS, with properties calculated with ωB97M-V/def2-TZVPD.

gap between HOMO and LUMO (spin up / spin down) = 0.2916 / 0.2557 Eh
molecular weight = 114.537 g/mol
LUMO energy (spin up / spin down) = -1.51 / -1.88 eV

XYZ file:
```
8
CH4ClPS (ωB97M-V/def2-TZVPD)
C -1.37456 -0.06216 -0.15228
P 2.45167 0.74187 0.22910
S -2.03604 1.51383 -0.74118
Cl 3.17644 -1.01107 -0.57890
H -0.31940 -0.32047 -0.40718
H -2.10433 -0.89167 -0.28927
H -1.47965 0.10143 0.96873
H 1.68589 -0.07176 0.97098
```

---

How do the energies compare? Relative to the most stable structure, in kcal/mol: arrangement 1 30.5; arrangement 2 0.0.

---

Arrangement 1

Below is a molecular structure, C2H3Cl, with properties calculated with ωB97M-V/def2-TZVPD.

gap between HOMO and LUMO = 0.3997 Eh
molecular weight = 62.499 g/mol
LUMO energy = 1.00 eV

XYZ file:
```
6
C2H3Cl (ωB97M-V/def2-TZVPD)
C 0.35967 0.20460 -0.64922
C -0.14465 -0.17533 0.52675
Cl -1.32768 0.85514 1.32658
H 0.89638 -0.86375 -1.29289
H -0.07001 0.99365 -1.13875
H 0.28629 -1.01430 1.22753
```

---

Arrangement 2

Below is 2 unconnected molecules or ions with the total composition C2H3Cl, with properties calculated with ωB97M-V/def2-TZVPD.

gap between HOMO and LUMO (spin up / spin down) = 0.2829 / 0.3587 Eh
molecular weight = 62.499 g/mol
LUMO energy (spin up / spin down) = -0.54 / 0.12 eV

XYZ file:
```
6
C2H3Cl (ωB97M-V/def2-TZVPD)
C -1.06205 0.61003 -0.20085
C 0.71199 -0.58544 0.03807
Cl 2.19498 0.11704 0.04341
H -1.81210 -0.16573 0.20095
H -0.75496 1.62026 0.21350
H 0.72215 -1.59616 -0.29507
```

---

How do the energies compare? Relative to the most stable structure, in kcal/mol: arrangement 1 0.0; arrangement 2 101.0.